# 1
42
Properties=species:S:1:pos:R:3:forces:R:3 method="wB97M-V/def2-TZVPD" total_charge=+3 gap_ev="4.330 / 4.331" spin_multiplicity=1 e_homo_ev="-17.156 / -17.156"
I 0.272 2.132 -5.375 -0.08 0.15 0.22
I -0.331 3.952 -3.494 0.11 -0.55 0.12
Ti -0.001 0.201 -0.882 -0.01 -3.87 -0.28
P -2.487 0.227 -0.910 -0.77 0.01 -0.16
C -3.339 1.307 0.230 0.06 0.47 0.28
C -3.024 0.568 -2.588 0.03 0.16 -0.46
H -4.119 0.410 -2.612 0.42 0.26 -0.21
H -4.123 -1.505 -0.657 0.39 0.02 0.05
H -2.529 -0.111 -3.303 -0.31 0.15 0.32
H -2.544 -2.219 -1.169 -0.33 0.39 0.18
H -3.033 2.342 -0.008 -0.45 -0.32 0.18
H -2.730 1.597 -2.864 -0.43 -0.34 0.10
C -3.027 -1.472 -0.515 0.44 -0.38 0.16
H -4.431 1.164 0.110 0.53 0.23 0.19
H -2.781 -1.732 0.530 -0.23 0.20 -0.40
H -3.016 1.074 1.263 -0.36 0.10 -0.44
P 2.485 0.252 -0.903 0.80 0.02 -0.16
C 3.325 1.338 0.240 -0.07 0.48 0.27
C 3.043 -1.443 -0.510 -0.44 -0.37 0.16
H 2.538 -0.080 -3.301 0.33 0.11 0.36
H 4.124 0.454 -2.602 -0.44 0.23 -0.20
H 2.724 1.618 -2.864 0.42 -0.28 0.12
C 3.027 0.595 -2.579 -0.03 0.19 -0.51
H 2.567 -2.193 -1.167 0.33 0.39 0.19
H 4.138 -1.464 -0.654 -0.39 0.02 0.06
H 4.419 1.206 0.123 -0.54 0.22 0.19
H 3.000 1.103 1.272 0.37 0.10 -0.44
H 2.800 -1.707 0.534 0.23 0.19 -0.40
H 3.012 2.371 0.002 0.45 -0.31 0.18
Cl 0.009 -1.444 -2.432 -0.02 1.75 1.81
C -0.001 -0.063 4.632 0.01 0.35 1.10
N 0.002 -0.540 3.264 0.00 -0.04 -0.70
C 0.009 -1.869 2.882 0.00 0.03 -0.56
C 0.010 -1.897 1.520 -0.03 0.90 0.10
N 0.001 -0.558 1.083 0.01 0.26 -1.70
C -0.002 0.222 2.175 -0.01 -0.47 0.43
H -0.877 -0.429 5.180 0.06 0.13 -0.36
H 0.879 -0.421 5.180 -0.07 0.13 -0.36
H -0.006 1.030 4.604 0.00 -0.23 0.18
H 0.012 -2.648 3.623 0.00 -0.16 -0.03
H 0.011 -2.666 0.771 0.01 -0.43 0.26
H -0.007 1.298 2.170 0.00 0.14 0.19


# 2
41
Properties=species:S:1:pos:R:3:forces:R:3 method="wB97M-V/def2-TZVPD" total_charge=0 gap_ev="6.819 / 7.109" relative_energy_kcal_mol=0.0 spin_multiplicity=6 e_homo_ev="-6.380 / -6.676" s2=8.754
Mn -0.401 -0.242 0.149 -2.09 -0.68 1.33
O -2.340 0.434 0.288 0.88 -0.84 -0.11
C -2.955 -0.464 1.186 0.59 0.44 0.19
C -2.177 -1.798 1.528 -0.07 -0.37 -0.44
O -0.766 -1.789 1.516 -0.19 1.31 -0.58
H -3.943 -0.748 0.795 -0.08 -0.15 0.19
H -3.113 0.076 2.137 -0.15 -0.11 0.07
H -2.517 -2.565 0.808 -0.12 0.02 -0.04
H -2.552 -2.131 2.510 -0.05 0.03 0.04
C -0.025 1.124 3.102 0.09 -0.40 -0.20
O 0.471 1.106 1.767 0.78 0.38 0.10
C 0.766 2.403 1.274 -0.43 -0.10 -0.80
C 1.263 2.249 -0.163 -0.20 0.27 1.07
O 0.229 1.544 -0.832 0.83 0.36 -1.13
C -0.432 2.301 -1.836 0.43 0.72 -0.12
H -0.184 0.085 3.378 -0.04 -0.05 -0.05
H -0.978 1.651 3.145 0.01 0.17 0.06
H 0.740 1.573 3.737 -0.16 0.15 0.22
H 1.505 2.941 1.874 -0.16 -0.05 0.24
H -0.199 2.920 1.197 0.19 0.43 0.33
H 2.221 1.725 -0.178 -0.23 -0.39 -0.25
H 1.437 3.235 -0.597 -0.17 0.02 -0.08
H 0.306 2.764 -2.502 0.08 -0.18 -0.02
H -0.978 3.126 -1.376 -0.36 -0.18 0.00
H -1.070 1.667 -2.438 -0.22 -0.17 0.32
C -1.157 -1.041 -3.125 0.46 0.35 -0.31
O -0.474 -1.232 -1.899 0.38 -0.61 0.42
C 0.823 -1.764 -2.126 0.50 0.28 -0.63
C 1.660 -2.023 -0.892 -0.55 0.09 0.25
O 1.671 -0.857 -0.060 1.02 -0.53 -0.32
C 2.577 -1.072 1.023 -0.11 -0.30 0.29
H -1.267 -1.992 -3.656 -0.17 0.02 0.11
H -0.547 -0.374 -3.757 -0.19 -0.08 -0.03
H -2.116 -0.568 -2.938 -0.05 -0.16 0.23
H 1.371 -1.038 -2.744 -0.02 -0.02 -0.07
H 0.765 -2.696 -2.698 -0.08 -0.05 0.03
H 2.679 -2.245 -1.226 0.01 0.02 -0.08
H 1.302 -2.871 -0.302 -0.19 0.09 0.00
H 2.455 -0.286 1.760 -0.07 0.16 -0.16
H 3.607 -1.109 0.659 -0.02 0.10 -0.10
H 2.342 -2.021 1.511 -0.06 0.02 0.01


# 3
48
Properties=species:S:1:pos:R:3:forces:R:3 method="wB97M-V/def2-TZVPD" total_charge=0 gap_ev="5.312 / 5.318" spin_multiplicity=1 e_homo_ev="-6.176 / -6.176"
O 3.402 0.132 -1.957 2.70 3.50 -2.29
H 4.392 0.106 -2.111 -1.66 0.35 -0.15
Sn 0.513 -0.016 -1.060 3.84 -1.31 -0.20
N -0.041 2.066 -1.173 0.41 2.59 1.70
N 1.497 1.037 0.586 -0.38 4.42 -0.17
N -1.305 -0.976 -1.651 -0.88 -0.46 0.30
N -0.493 -1.149 0.649 1.09 -2.56 0.38
O -1.007 2.481 -1.881 -0.12 -0.40 -0.73
O -1.980 -0.691 -2.837 0.38 0.64 -0.25
O 0.170 -1.338 1.865 -0.74 0.37 -0.70
O 1.922 0.520 1.697 0.41 -1.53 1.34
C 1.575 2.393 0.477 0.64 -4.07 0.92
C 0.741 2.960 -0.500 -2.04 -1.32 -2.51
C -1.580 -2.188 -1.124 0.53 1.47 0.51
C -1.101 -2.331 0.184 0.86 0.84 -0.79
C 0.597 4.404 -0.777 -0.01 0.57 -0.01
H 1.259 4.718 -1.595 -0.13 -0.08 0.02
H 0.869 5.007 0.092 -0.05 -0.04 -0.01
H -0.427 4.648 -1.071 0.14 -0.16 0.03
C 2.374 3.135 1.481 0.22 0.53 0.20
H 3.334 2.643 1.672 -0.29 -0.11 -0.05
H 1.849 3.194 2.446 0.08 -0.10 -0.12
H 2.581 4.162 1.158 -0.11 -0.22 0.00
C -2.480 -3.106 -1.850 -0.26 -0.83 -0.16
C -1.411 -3.377 1.149 -0.44 -1.16 0.53
H -2.360 -2.996 -2.936 -0.09 0.01 0.43
H -3.527 -2.887 -1.586 0.27 -0.01 -0.17
H -2.282 -4.153 -1.578 -0.06 0.32 -0.01
H -0.713 -3.346 1.997 -0.22 -0.13 -0.34
H -1.355 -4.367 0.673 -0.05 0.23 0.24
H -2.435 -3.262 1.549 0.22 -0.20 -0.02
H -1.637 0.196 -3.113 -0.07 -0.66 0.40
H 0.895 -0.600 1.867 0.62 0.19 -0.05
C 2.654 -1.543 -1.146 -3.98 -2.93 2.39
H 3.076 -1.898 -2.083 -0.43 0.01 0.15
H 2.006 -2.352 -0.719 0.80 -0.27 -0.11
H 3.372 -1.273 -0.376 -0.29 0.07 -0.12
O 0.801 0.360 -2.958 0.21 0.06 -2.52
H 2.921 0.354 -2.794 0.62 -0.02 0.75
H 0.867 -0.390 -3.580 -0.06 0.42 0.69
N -1.392 0.731 3.328 -0.12 -0.34 -0.36
C -2.135 0.023 2.468 0.83 0.40 -0.37
N -3.098 -0.763 2.920 -0.67 -0.31 0.43
S -1.918 0.127 0.746 -1.98 1.97 0.88
H -1.425 0.499 4.309 0.07 0.09 0.00
H -0.543 1.177 2.989 -0.23 -0.16 -0.05
H -3.674 -1.269 2.250 0.34 0.33 0.35
H -3.346 -0.799 3.905 0.06 -0.04 -0.38


# 4
39
Properties=species:S:1:pos:R:3:forces:R:3 method="wB97M-V/def2-TZVPD" total_charge=0 gap_ev=10.606 relative_energy_kcal_mol=23.7 spin_multiplicity=1 e_homo_ev=-9.814
O -0.027 -1.542 1.073 -0.13 0.48 -0.23
O 0.361 0.746 -0.382 -0.25 0.69 0.04
C -1.379 -4.306 1.956 -0.67 -0.51 0.81
C -0.605 1.957 -3.225 0.28 -0.34 -0.16
C -2.120 -3.444 1.284 0.85 0.45 -0.38
C -0.268 2.806 -2.279 -0.09 0.29 1.21
C 1.402 -1.726 -1.338 0.50 1.08 0.25
C 2.437 -0.135 1.245 0.41 -0.30 0.20
C -2.521 -0.900 -0.364 1.11 0.38 0.12
C -2.181 -0.888 2.755 -0.12 0.34 -0.08
C 0.764 3.637 0.404 -0.09 -0.46 -0.47
C 2.594 2.117 -1.538 -0.16 0.16 0.93
Si 1.022 -0.668 0.156 -0.03 0.08 -0.14
Si -1.681 -1.669 1.138 0.15 0.51 0.26
Si 0.831 2.268 -0.879 0.88 -0.09 -0.68
H -1.696 -5.331 2.114 0.16 -0.15 -0.27
H -0.550 -3.993 2.570 0.39 0.13 -0.12
H -0.146 0.981 -3.291 0.00 -0.25 0.10
H -1.315 2.176 -3.977 -0.65 0.28 -0.82
H -2.959 -3.741 0.712 -0.94 -0.76 -0.32
H -0.724 3.795 -2.185 -0.06 -0.19 -0.39
H 0.480 -2.017 -1.828 -0.15 -0.36 0.05
H 1.946 -1.093 -2.057 0.08 -0.35 0.14
H 2.021 -2.566 -1.025 -0.12 -0.20 -0.30
H 2.409 0.943 1.429 -0.03 -0.03 -0.20
H 3.437 -0.377 0.825 -0.56 0.01 0.46
H 2.278 -0.587 2.237 0.42 -0.12 -0.33
H -2.657 -1.629 -1.161 0.09 0.04 -0.16
H -3.486 -0.561 -0.055 -0.84 0.20 0.17
H -1.973 0.000 -0.733 -0.33 -0.78 0.17
H -1.896 0.170 2.766 -0.18 -0.03 0.12
H -1.668 -1.383 3.572 0.36 -0.12 0.09
H -3.240 -1.001 2.998 -0.06 0.19 -0.25
H 1.656 3.656 1.012 0.20 -0.03 0.36
H 0.621 4.635 -0.024 0.00 -0.29 -0.09
H -0.096 3.389 1.004 -0.37 0.20 0.60
H 2.898 3.031 -2.039 -0.03 0.06 -0.34
H 2.739 1.249 -2.162 -0.03 -0.17 -0.52
H 3.291 2.000 -0.707 0.04 -0.04 0.17


# 5
44
Properties=species:S:1:pos:R:3:forces:R:3 method="wB97M-V/def2-TZVPD" total_charge=-1 gap_ev=6.660 spin_multiplicity=1 e_homo_ev=-4.660
C 0.023 -1.378 0.060 -1.51 -1.23 1.63
As 0.885 -0.284 -1.383 -1.80 0.37 1.29
S 2.415 -1.914 -1.923 2.02 -1.56 -1.28
I 1.969 1.185 -3.280 0.94 1.58 -2.03
C -0.230 -1.035 -2.869 -1.55 -0.85 -2.79
C -1.115 -2.357 -2.603 -2.00 -0.25 -1.10
N -0.395 -3.629 -2.239 -1.07 -0.27 -0.62
C 2.241 0.599 -0.204 2.66 2.10 0.51
C 2.639 0.016 1.217 0.09 0.54 2.03
C 3.162 -1.508 1.381 0.78 -0.20 -1.25
Cl 3.330 -1.897 3.216 -0.15 0.33 -1.30
C -0.370 1.323 -1.084 -1.09 2.06 0.96
C -0.873 1.451 0.469 -1.31 0.37 -0.37
C -1.539 2.945 0.823 -0.60 -2.10 -0.03
C -1.591 3.023 2.460 1.00 1.57 -1.81
S -2.699 1.760 3.285 0.71 -2.71 7.76
O -1.855 0.519 3.767 -2.90 3.98 -3.30
O -3.254 2.403 4.617 1.21 -1.35 -5.80
O -4.022 1.238 2.315 2.73 -0.74 0.78
H 0.390 -2.490 0.000 -1.08 2.05 -0.07
H 0.162 -1.034 1.166 0.08 -0.43 -2.10
H -1.159 -1.267 -0.090 2.62 -0.68 0.16
H 2.823 -1.739 -3.277 -0.73 0.12 1.81
H 0.475 -1.284 -3.802 -1.44 0.55 2.22
H -0.969 -0.198 -3.294 1.48 -1.76 1.05
H -1.673 -2.600 -3.633 0.89 0.94 1.87
H -2.017 -2.235 -1.829 2.16 0.09 -1.51
H -1.163 -4.331 -2.018 1.40 1.02 -0.57
H 0.097 -3.955 -3.108 -0.55 0.29 1.31
H 1.858 1.721 -0.043 0.80 -2.40 -0.17
H 3.254 0.750 -0.824 -2.35 -0.59 1.28
H 3.514 0.705 1.654 -1.78 -1.50 -0.95
H 1.756 0.172 2.007 1.79 -0.50 -1.72
H 2.486 -2.350 0.933 1.20 1.86 0.94
H 4.262 -1.655 0.938 -2.59 0.42 0.97
H -1.324 1.291 -1.757 1.69 0.04 1.15
H 0.230 2.309 -1.374 -1.34 -2.10 0.66
H -1.792 0.699 0.596 2.14 1.43 -0.03
H -0.067 1.192 1.278 -1.44 0.50 -1.70
H -2.655 2.892 0.414 2.41 0.48 0.79
H -0.948 3.810 0.300 -1.10 -1.52 1.40
H -1.971 4.085 2.777 0.62 -2.28 -0.16
H -0.483 2.793 2.842 -2.77 0.34 -0.38
H -3.809 0.257 2.118 -0.23 2.01 0.46


Q: Which E values were calculated for the entries above? A: -84130.0479 -54361.9092 -48640.2558 -38493.2631 -121534.4181, in eV.